[1]
Formula: C28H70BClNO10
Source: OMol25
Level of theory: the ωB97M-V functional and the def2-TZVPD basis

Each line ends with the Löwdin charge.
Element x y z (Å)
H (-1.92, -5.97, 0.32)  0.12
H (-0.50, -6.22, -0.71)  0.13
O (-4.15, -5.30, -3.43)  -0.18
C (2.89, 1.40, 3.91)  -0.08
H (-3.09, 1.42, 1.99)  0.01
H (4.92, -0.93, 0.93)  0.09
H (-2.54, 0.06, 2.68)  0.03
C (4.73, 6.40, -0.48)  -0.20
H (-2.85, -5.45, -1.82)  0.07
O (5.01, 7.79, -0.35)  -0.19
C (-0.09, -6.21, 1.39)  -0.21
H (3.76, 7.27, 3.42)  0.09
H (7.26, -0.31, 0.76)  0.13
C (-6.91, -3.88, -2.48)  -0.11
H (-3.65, -1.50, -1.53)  0.06
O (1.31, -6.02, 1.24)  -0.19
H (-7.07, -3.34, -1.54)  0.09
C (-5.09, 1.83, -0.40)  -0.20
H (9.05, 0.54, -0.75)  0.12
H (7.05, 7.75, 0.02)  0.09
H (-0.29, -4.20, -1.99)  0.09
H (-4.73, -6.92, -2.28)  0.13
C (1.14, 1.96, 2.14)  -0.26
C (5.07, -0.76, -0.14)  -0.10
H (-4.12, 2.17, -0.77)  0.13
H (-8.59, 2.70, -1.87)  0.08
H (-4.38, -4.60, -1.48)  0.09
O (-5.52, 2.74, 0.61)  -0.19
H (6.15, -0.40, -2.74)  0.08
H (7.05, -1.83, -3.29)  0.09
H (-7.97, 2.94, -0.22)  0.08
H (4.62, 2.03, 1.80)  0.06
H (-2.23, 0.63, -1.41)  0.09
H (3.40, 4.89, 0.23)  0.11
H (-0.45, -5.70, 2.29)  0.13
H (7.61, -0.20, -3.73)  0.09
H (0.52, -0.09, 2.38)  0.08
H (3.36, 2.38, 0.59)  0.07
H (6.01, 7.60, 1.46)  0.08
H (1.08, 2.35, 1.11)  0.06
H (5.64, 5.82, -0.25)  0.13
H (-0.55, -1.15, 0.41)  0.06
H (-2.50, -2.29, -0.42)  0.05
C (-0.81, -0.16, 0.01)  -0.59
H (3.78, 2.00, 4.16)  0.06
H (-5.64, 1.11, -2.33)  0.12
C (3.33, 7.19, 2.42)  -0.12
H (-0.42, 1.04, 3.33)  0.08
N (-2.58, 0.57, 1.81)  0.03
C (-1.83, -0.35, -1.12)  -0.32
C (0.12, -3.92, -1.01)  -0.09
H (-3.49, -0.95, 0.17)  0.04
H (5.65, -1.59, -0.56)  0.08
C (-2.94, -1.32, -0.70)  -0.12
C (-8.31, 2.19, -0.94)  -0.13
H (0.96, 2.83, 2.79)  0.11
H (-1.24, 2.04, 0.69)  0.09
H (-0.27, -7.29, 1.51)  0.12
H (1.10, -4.39, -0.89)  0.09
H (-7.04, -6.99, -3.20)  0.12
C (7.14, -0.80, -2.94)  -0.11
H (-7.75, -3.68, -3.15)  0.09
H (-6.38, 2.88, 2.43)  0.09
O (5.72, 0.48, -0.37)  -0.20
B (-1.17, 0.91, 1.21)  -0.72
C (-3.60, -4.77, -2.23)  -0.10
H (-6.68, -5.57, -4.20)  0.12
H (6.14, 9.16, 0.61)  0.09
H (7.82, 1.23, -1.81)  0.12
H (-3.12, -3.83, -2.47)  0.08
C (3.58, 2.36, 1.66)  -0.09
O (-7.32, 1.21, -1.19)  -0.19
H (7.23, 1.45, 0.58)  0.12
H (4.09, -0.72, -0.62)  0.08
H (2.83, -4.74, 1.61)  0.09
H (2.65, 0.46, 1.98)  0.11
H (-5.30, 1.48, 2.23)  0.07
C (7.06, 0.51, 0.05)  -0.22
C (-6.45, -6.07, -3.26)  -0.21
H (-6.92, 1.46, 1.50)  0.08
C (-0.86, -5.71, 0.19)  -0.23
C (-6.06, 1.76, -1.55)  -0.20
H (-4.77, -7.14, -4.04)  0.12
C (1.79, -4.86, 1.90)  -0.10
O (-6.82, -5.26, -2.16)  -0.19
C (2.58, 1.48, 2.39)  -0.44
H (-1.35, -0.77, -2.02)  0.08
O (3.94, 6.08, 1.79)  -0.20
C (3.61, 5.95, 0.42)  -0.20
H (-4.93, 0.84, 0.04)  0.11
C (8.02, 0.42, -1.11)  -0.21
O (7.95, -0.83, -1.78)  -0.19
H (2.25, 7.05, 2.51)  0.09
H (4.46, 6.20, -1.52)  0.13
H (2.05, 1.77, 4.50)  0.07
H (-6.20, 2.76, -1.98)  0.12
Cl (0.79, 0.34, -0.79)  0.52
C (-4.97, -6.43, -3.23)  -0.22
H (1.23, -3.97, 1.61)  0.09
C (6.11, 8.08, 0.48)  -0.12
H (3.52, 8.12, 1.88)  0.08
H (0.22, -2.84, -0.96)  0.07
H (1.73, -4.98, 2.99)  0.09
H (2.70, 6.52, 0.20)  0.13
H (3.10, 0.37, 4.24)  0.06
O (-0.78, -4.32, 0.02)  -0.20
H (-9.18, 1.68, -0.55)  0.08
C (0.04, 0.90, 2.34)  -0.18
C (-6.06, 2.10, 1.74)  -0.12
H (-5.99, -3.51, -2.94)  0.08
H (3.51, 3.39, 2.03)  0.07

Summary:
* energy above the lowest of the compared OMol25 structures with the same formula, charge and spin: 0.0 kJ/mol
* max |F|: 0.3 eV Å⁻¹
* gap between HOMO and LUMO: 6.79 eV
* net charge: -1
* HOMO level: -4.3 eV

=====

[2]
Formula: C28H70ClF9N10O9P4Si2
Source: OMol25
Level of theory: the ωB97M-V functional and the def2-TZVPD basis

Each line ends with the Löwdin charge.
Element x y z (Å)
H (0.94, -0.26, 1.36)  0.06
N (-7.14, -8.67, -3.18)  -0.28
C (-0.32, 0.29, -3.48)  -0.12
C (0.20, -4.89, -3.78)  -0.23
O (2.59, 0.19, 3.35)  -0.30
C (5.38, 6.71, 4.92)  -0.15
N (5.30, 8.02, 5.59)  -0.27
H (-4.34, -0.73, -3.52)  0.10
C (2.49, 10.31, 6.48)  -0.15
H (0.97, 3.46, 5.04)  0.05
H (-0.88, 0.79, -4.37)  0.15
H (-0.02, -1.71, -5.69)  -0.01
H (-5.14, -7.93, -3.08)  0.06
C (6.39, 7.95, 8.10)  -0.14
H (4.52, 6.56, 4.25)  0.07
H (6.30, 6.61, 4.34)  0.09
C (-9.99, -8.16, -4.61)  -0.14
C (4.84, 6.19, 8.43)  -0.15
H (0.62, -5.06, -4.86)  0.09
F (1.87, 0.35, -2.02)  0.00
H (0.04, -5.87, -3.15)  0.11
H (2.41, 4.40, 4.60)  0.07
C (4.06, 2.23, 4.83)  -0.15
C (0.95, 3.56, 1.34)  -0.12
N (2.01, 3.30, 2.33)  -0.27
F (4.79, -0.42, -6.22)  0.03
H (0.07, -0.80, -3.71)  0.06
H (-10.73, -6.02, -3.26)  0.08
H (3.79, 5.88, 8.44)  0.07
H (-6.74, -7.88, -6.89)  0.09
O (-8.29, -5.57, -3.57)  -0.31
H (1.85, 9.69, 5.84)  0.07
H (-5.03, -6.69, -4.89)  0.03
H (7.04, 7.44, 7.37)  0.07
C (1.04, 1.14, -3.00)  -0.18
C (2.87, -4.22, -3.49)  -0.21
H (-5.84, -5.90, -6.25)  0.09
C (5.36, 9.02, 4.51)  -0.13
H (-0.71, -0.06, -1.26)  0.11
H (5.59, 10.02, 4.88)  0.07
C (-5.95, -6.19, -5.20)  -0.15
H (-0.05, 3.46, 1.77)  0.07
H (2.87, -4.80, -4.51)  0.14
H (4.17, 2.23, 5.92)  0.08
C (3.25, 3.84, 1.72)  -0.14
H (2.52, 11.30, 6.02)  0.08
H (1.23, -4.02, -1.82)  0.14
C (-7.90, -9.64, -2.38)  -0.13
C (4.32, 0.69, -5.31)  -0.13
H (-11.21, -7.48, -2.39)  0.08
C (-6.99, -8.20, -5.87)  -0.13
F (0.58, 2.35, -2.25)  -0.01
H (5.21, 6.09, 9.46)  0.08
H (2.31, 3.51, 6.12)  0.09
N (-2.22, -5.95, -4.69)  -0.09
H (-7.32, -10.55, -2.20)  0.08
H (-5.32, -9.58, -2.52)  0.09
C (1.95, 1.66, -4.26)  -0.09
H (3.46, -3.19, -3.55)  0.12
C (-0.31, 1.62, 3.81)  -0.14
F (1.11, 2.49, -5.19)  0.02
N (3.84, 9.73, 6.58)  -0.36
P (-1.21, -2.53, -5.65)  0.68
H (-8.19, -9.22, -1.41)  0.09
C (0.28, 0.00, 2.18)  -0.15
H (3.49, 3.30, 0.79)  0.08
O (-3.02, -6.37, -5.51)  0.03
F (2.97, 2.61, -3.67)  0.02
O (-1.06, -3.56, -6.88)  -0.56
H (-9.97, -7.44, -5.43)  0.09
P (2.32, 1.64, 2.87)  0.77
H (4.43, 9.05, 3.93)  0.09
F (5.04, 0.46, -4.01)  0.04
H (-0.74, 0.01, 1.77)  0.07
H (4.10, 3.74, 2.39)  0.06
H (2.01, 10.40, 7.46)  0.08
Cl (-3.66, -1.57, -0.53)  0.26
H (0.99, 4.59, 0.97)  0.09
H (-1.33, 1.26, 3.57)  0.08
N (4.99, 7.58, 7.96)  -0.31
C (2.06, 3.46, 5.06)  -0.13
N (0.63, 1.32, 2.75)  -0.36
C (4.64, 10.61, 7.41)  -0.14
H (5.40, 5.49, 7.80)  0.06
H (5.51, -5.37, -1.76)  0.11
H (-2.42, -1.76, -5.96)  0.02
C (1.33, -3.94, -3.00)  -0.20
H (-8.80, -9.99, -2.90)  0.07
O (-3.66, -1.47, -3.68)  -0.25
H (-11.03, -8.45, -4.43)  0.08
Si (-1.41, -3.77, -3.84)  0.43
Si (-2.49, -1.48, -2.37)  0.14
P (-7.75, -7.01, -3.39)  0.77
N (-7.12, -7.05, -4.99)  -0.31
H (-0.44, 2.70, 3.93)  0.06
H (1.10, -2.79, -3.24)  0.07
N (2.65, 2.28, 4.44)  -0.31
O (2.69, 8.00, 7.66)  -0.31
H (-9.52, -9.10, -4.93)  0.06
C (2.67, 0.48, -5.14)  -0.08
O (-1.43, -2.88, -2.33)  -0.32
H (6.19, 8.79, 3.82)  0.08
C (-5.81, -8.60, -2.54)  -0.14
C (-10.36, -6.86, -2.67)  -0.15
H (6.77, 7.69, 9.10)  0.09
H (-5.89, -8.22, -1.51)  0.08
H (4.55, 1.31, 4.47)  0.07
H (5.26, -4.51, -3.52)  0.10
F (2.48, -0.89, -4.61)  0.03
O (-2.77, -4.94, -3.95)  -0.18
H (6.56, 9.02, 8.01)  0.05
H (-0.02, 1.17, 4.76)  0.09
O (3.50, -5.05, -2.42)  -0.26
N (-9.36, -7.65, -3.41)  -0.36
H (0.33, -0.79, 2.94)  0.08
H (-9.94, -6.47, -1.73)  0.07
P (3.90, 8.01, 6.70)  0.76
H (5.38, 5.89, 5.64)  0.06
H (4.40, 11.66, 7.24)  0.08
H (-2.00, 1.09, -2.00)  0.11
H (3.15, 4.91, 1.50)  0.08
H (-6.02, -5.25, -4.62)  0.07
H (-7.91, -8.77, -5.98)  0.05
H (1.03, 2.89, 0.47)  0.08
F (2.12, 0.61, -6.53)  0.02
H (4.89, -3.51, -1.93)  0.11
F (4.69, 1.96, -5.98)  0.06
H (-6.20, -8.89, -5.55)  0.08
H (4.62, 3.08, 4.43)  0.05
H (4.51, 10.40, 8.48)  0.09
C (-1.40, 0.10, -2.22)  -0.24
H (5.70, 10.54, 7.14)  0.06
C (4.90, -4.59, -2.40)  -0.13

Summary:
* energy above the lowest of the compared OMol25 structures with the same formula, charge and spin: 1753.8 kJ/mol
* max |F|: 8.8 eV Å⁻¹
* gap between HOMO and LUMO: 6.62 eV
* HOMO level: -7.8 eV

=====

[3]
Formula: C28H70O14
Source: OMol25
Level of theory: the ωB97M-V functional and the def2-TZVPD basis

Each line ends with the Löwdin charge.
Element x y z (Å)
C (-8.14, 1.88, 2.05)  -0.20
H (3.97, 2.24, -1.32)  0.09
C (1.74, -5.43, -5.81)  -0.10
H (8.07, 1.35, 0.76)  0.13
H (-1.31, -1.35, 2.77)  0.06
H (4.99, -2.15, 0.69)  0.09
H (-1.42, 2.99, -4.19)  0.09
H (-3.64, 1.11, -0.21)  0.06
H (-2.41, -0.08, 3.28)  0.09
H (-4.47, 1.41, -1.76)  0.09
H (4.83, 2.09, -2.82)  0.09
C (5.05, -1.24, 0.11)  -0.11
C (3.09, -5.19, -3.89)  -0.20
O (5.25, -4.30, -4.22)  -0.17
O (2.74, 2.44, -2.85)  -0.18
H (7.29, -4.23, -4.24)  0.09
H (-10.04, 3.94, 3.90)  0.08
H (0.14, -1.61, 6.27)  0.09
H (1.89, -0.67, 1.80)  0.08
H (-1.46, -2.00, 0.37)  0.13
C (-6.22, 0.50, 2.07)  -0.11
O (0.49, 3.62, -4.05)  -0.18
H (1.90, -2.72, 5.58)  0.12
H (-0.85, -3.04, 6.42)  0.09
H (8.09, 1.94, -0.88)  0.13
C (1.54, -1.57, 2.30)  -0.11
C (-0.51, -2.27, 5.70)  -0.11
H (0.97, -1.10, 3.10)  0.08
C (1.36, -3.34, 4.85)  -0.19
H (1.60, 0.11, -2.06)  0.08
H (1.51, 3.17, -5.83)  0.12
H (1.78, -4.18, 2.92)  0.13
C (2.81, 2.83, -4.20)  -0.21
H (-4.97, 3.36, 2.72)  0.12
H (1.56, -1.65, -2.53)  0.09
C (9.19, -0.93, 0.13)  -0.12
O (-7.11, 1.30, 2.84)  -0.17
H (5.78, 1.21, -0.50)  0.11
H (-6.37, 5.96, 3.12)  0.09
H (-2.48, -0.90, -0.55)  0.12
O (2.60, -2.23, 2.99)  -0.16
H (8.42, -1.70, 0.04)  0.08
C (-4.07, 3.50, 0.76)  -0.18
H (-3.13, -1.48, 2.51)  0.09
C (4.14, -4.23, -3.35)  -0.22
C (3.89, 1.81, -2.32)  -0.12
H (1.84, -6.53, -5.77)  0.09
C (2.23, -3.43, 3.58)  -0.22
H (6.50, -2.97, -3.16)  0.08
H (-9.61, 0.44, 2.44)  0.12
H (1.65, -5.15, -6.85)  0.09
C (-0.54, -0.24, -0.50)  -0.21
H (1.23, -4.35, 5.25)  0.13
C (-2.24, -0.85, 2.53)  -0.08
H (10.14, -1.42, -0.06)  0.09
H (3.15, 3.87, -4.28)  0.13
H (-4.86, 6.79, 3.53)  0.09
C (-1.69, -0.95, 0.21)  -0.21
H (3.74, -3.21, -3.35)  0.12
O (-0.08, -1.00, -1.60)  -0.17
H (0.87, -5.14, -5.21)  0.08
H (6.62, -4.63, -2.70)  0.09
C (1.40, 2.83, -4.79)  -0.23
O (-4.81, 2.69, -0.17)  -0.21
H (-1.46, -1.82, 5.43)  0.08
C (6.46, -3.98, -3.58)  -0.12
H (-6.06, 3.92, 1.47)  0.12
H (4.38, -4.40, -2.29)  0.12
H (2.13, -5.00, -3.41)  0.12
H (-6.12, 0.67, 1.00)  0.08
H (0.22, -0.15, 0.28)  0.10
C (-0.78, 3.73, -4.67)  -0.10
C (1.32, -0.91, -1.77)  -0.10
C (-5.29, 5.82, 3.28)  -0.13
H (-5.10, 5.19, 4.16)  0.09
H (4.18, -0.60, 0.28)  0.08
H (-3.58, 4.28, 0.19)  0.13
H (-8.05, 2.97, 2.16)  0.11
C (7.95, 1.04, -0.28)  -0.20
O (0.10, -2.78, 4.53)  -0.21
H (-11.45, 2.99, 3.58)  0.08
H (-0.71, 0.78, -0.87)  0.13
H (-8.03, 1.66, 0.99)  0.12
H (-0.71, 3.66, -5.76)  0.08
O (-2.19, -0.16, 1.27)  -0.21
H (6.50, 0.02, -1.57)  0.13
H (1.90, -1.10, -0.86)  0.07
O (-9.71, 1.90, 3.91)  -0.17
H (-10.29, 1.99, 1.94)  0.12
H (0.83, -2.17, 1.73)  0.09
H (-10.74, 3.07, 5.24)  0.09
H (3.89, 0.72, -2.36)  0.07
H (-3.07, 2.41, -1.34)  0.09
H (-1.18, 4.73, -4.52)  0.09
O (-4.67, 5.34, 2.12)  -0.18
H (3.41, 2.20, -4.86)  0.13
H (3.16, -3.91, 3.90)  0.12
H (0.98, 1.82, -4.82)  0.13
O (6.22, -0.52, 0.40)  -0.19
H (-5.25, 0.51, 2.56)  0.08
H (9.21, -0.65, 1.20)  0.09
H (-6.63, -0.52, 2.04)  0.09
C (-9.54, 1.52, 2.58)  -0.21
H (3.41, -6.23, -3.82)  0.13
C (-3.93, 1.87, -0.94)  -0.09
O (2.93, -4.88, -5.27)  -0.19
C (-5.03, 4.00, 1.84)  -0.19
O (9.06, 0.24, -0.63)  -0.17
C (-10.53, 2.99, 4.18)  -0.12
H (-3.33, 2.87, 1.26)  0.12
H (4.95, -1.56, -0.94)  0.07
C (6.58, 0.46, -0.57)  -0.20

Summary:
* energy above the lowest of the compared OMol25 structures with the same formula, charge and spin: 652.7 kJ/mol
* max |F|: 3.3 eV Å⁻¹
* gap between HOMO and LUMO: 9.70 eV
* HOMO level: -9.1 eV

=====

[4]
Formula: C28H70O14
Source: OMol25
Level of theory: the ωB97M-V functional and the def2-TZVPD basis

Each line ends with the Löwdin charge.
Element x y z (Å)
C (3.68, 1.54, -0.86)  -0.20
H (-1.27, -2.57, 1.84)  0.11
H (1.70, 2.13, -2.28)  0.07
O (-0.09, -2.73, 3.63)  -0.20
H (1.79, -4.28, -0.52)  0.08
H (-3.82, 4.81, -2.92)  0.14
C (-0.66, -0.15, -1.98)  -0.10
H (1.24, -3.28, 1.38)  0.11
C (0.88, -0.21, 1.35)  -0.20
C (-3.82, -3.33, 0.58)  -0.17
H (-0.94, 3.83, -6.25)  0.10
C (-2.01, 4.17, -6.38)  -0.08
O (-2.52, 4.68, -5.11)  -0.20
H (-1.09, 0.02, 0.70)  0.10
C (-0.18, -0.42, 0.31)  -0.20
H (4.25, 4.04, 2.17)  0.09
H (-1.31, 3.33, -4.00)  0.13
C (-5.70, -5.21, 3.12)  -0.12
H (1.41, 1.98, 4.13)  0.09
H (2.08, -1.12, -2.72)  0.14
O (2.00, -1.00, 1.08)  -0.20
H (-0.63, -1.91, 5.41)  0.09
C (-1.09, -2.10, 4.44)  -0.09
C (-2.34, 3.71, -4.11)  -0.22
H (-2.92, 2.10, 3.00)  0.10
O (-1.63, 2.09, 1.50)  -0.20
C (0.89, -4.90, -0.53)  -0.06
H (4.47, 0.92, -1.33)  0.12
H (0.86, -3.96, -4.35)  0.09
H (5.06, 2.55, 0.58)  0.13
H (-1.95, -2.77, 4.60)  0.08
H (-0.26, -1.52, 0.13)  0.12
H (0.23, 2.91, 1.40)  0.06
H (-1.47, 6.39, -3.78)  0.07
C (-1.08, 2.82, 3.77)  -0.24
O (-0.62, 1.55, 3.99)  -0.19
H (1.07, -5.88, -0.09)  0.09
C (4.15, 1.93, 0.59)  -0.20
H (3.86, -3.19, -1.18)  0.13
H (0.08, -3.02, -2.90)  0.08
H (5.96, -1.03, -1.19)  0.08
C (-0.66, 2.87, 0.81)  -0.07
C (5.91, -1.65, -2.11)  -0.18
H (-0.84, 6.84, -2.19)  0.09
O (-1.90, 5.13, -2.15)  -0.20
C (3.35, 3.92, 1.54)  -0.10
H (-0.28, 3.49, 3.39)  0.12
H (4.37, 0.97, 1.12)  0.11
H (6.50, -1.15, -2.87)  0.09
H (-2.73, -3.33, 0.45)  0.10
O (3.54, 2.68, -1.64)  -0.20
H (2.71, 1.06, -0.75)  0.11
H (-4.37, -0.77, -0.35)  0.10
H (-3.01, 2.87, -4.34)  0.12
H (-4.41, -3.50, -0.31)  0.13
H (2.55, -1.64, 2.98)  0.08
C (2.33, -2.07, -2.19)  -0.20
H (-5.00, -6.06, 3.33)  0.09
H (3.84, -1.44, -0.79)  0.10
H (2.96, 2.22, -3.59)  0.10
H (6.45, -2.58, -1.76)  0.10
H (0.44, -0.49, 2.32)  0.12
C (0.84, -3.10, -3.71)  -0.12
C (2.93, -1.07, 2.14)  -0.10
O (-5.48, -4.71, 1.79)  -0.19
H (-2.60, 7.11, -2.55)  0.11
O (2.10, -3.15, -3.10)  -0.19
H (-2.91, 3.52, -2.08)  0.11
H (-2.60, 3.36, -6.80)  0.08
H (-1.09, 3.84, 0.51)  0.10
C (-2.13, 2.69, 2.68)  -0.20
H (0.60, 1.73, 5.75)  0.10
H (3.85, -1.54, 1.77)  0.09
H (-0.64, -1.24, -2.27)  0.08
C (3.71, -2.18, -1.59)  -0.17
H (2.40, 3.73, -2.88)  0.08
H (3.52, 4.56, 0.68)  0.09
H (-2.59, 3.69, 2.51)  0.14
H (0.79, -2.21, -4.32)  0.09
H (-2.79, -1.16, 0.27)  0.04
O (-0.14, -4.23, 0.25)  -0.21
H (-1.98, 4.98, -7.09)  0.08
H (-0.47, 0.51, -2.87)  0.10
H (-6.72, -5.59, 3.29)  0.08
O (-4.25, -2.14, 1.26)  -0.17
H (0.84, 0.39, 4.48)  0.07
H (-1.67, 0.02, -1.60)  0.08
O (4.67, -1.87, -2.60)  -0.16
H (-3.64, -4.32, 2.50)  0.09
C (2.54, 2.69, -2.67)  -0.06
H (3.21, -0.03, 2.44)  0.09
C (-4.07, -4.52, 1.54)  -0.19
H (1.58, -2.07, -1.35)  0.11
C (-2.85, 4.31, -2.79)  -0.20
O (0.21, 0.18, -0.93)  -0.22
C (-0.66, -3.30, 2.43)  -0.19
H (-3.86, -0.16, 1.24)  0.08
C (-1.71, 6.41, -2.73)  -0.10
H (-1.51, -1.25, 3.92)  0.08
C (0.40, -3.96, 1.54)  -0.20
O (3.10, 2.59, 1.18)  -0.20
C (0.61, 1.44, 4.68)  -0.09
H (-0.44, 2.25, -0.06)  0.08
H (1.07, 0.88, 1.38)  0.12
C (-3.81, -0.99, 0.57)  -0.11
H (-3.67, -5.41, 1.09)  0.12
H (0.48, -4.99, -1.50)  0.07
H (2.52, 4.21, 2.16)  0.08
H (-1.60, 3.24, 4.68)  0.15
H (-1.35, -4.11, 2.71)  0.12
H (-5.46, -4.43, 3.91)  0.10
H (0.67, -4.93, 1.99)  0.13

Summary:
* energy above the lowest of the compared OMol25 structures with the same formula, charge and spin: 536.9 kJ/mol
* max |F|: 2.8 eV Å⁻¹
* gap between HOMO and LUMO: 9.87 eV
* HOMO level: -9.2 eV

=====

Q: Which value of gap between HOMO and LUMO does entry 4 give?
A: 9.87 eV

=====

Q: Which of these has the lowest energy above the lowest of the compared OMol25 structures with the same formula, charge and spin?
A: C28H70BClNO10